# C5H8N2O2

C5H8N2O2 in the gas phase at a distorted geometry (wB97M-V/def2-TZVPD, OMol25).

ORCA input file:
```
! RIJCOSX wB97M-V def2-TZVPD def2/J DEFGRID3
* xyz 0 1
O -0.221 0.193 -1.840
O -1.669 0.307 -0.058
N 1.473 1.618 -2.025
N 1.661 0.696 -0.021
C 1.237 -0.606 1.006
C -1.498 -0.110 1.279
C -0.003 -0.889 1.537
C -1.068 -0.545 -1.074
C 0.836 0.826 -1.332
H -1.861 -1.058 -1.413
H 2.234 -1.289 1.294
H 1.104 1.978 -2.855
H -0.064 -1.565 2.573
H -1.565 0.972 1.957
H 2.484 1.608 -0.024
H -2.534 -0.741 1.644
H -0.544 -1.395 -0.648
*
```

Summary:
Energy relative to the best compared isomer or geometry (same formula, charge and spin)   199.9 kcal per mole
E_tot   -12382.2681 eV
HOMO level   -8.60 eV